1.
{"formula": "C3H9N2Si", "method": "wB97M-V/def2-TZVPD", "symbols": ["Si", "N", "C", "N", "C", "C", "H", "H", "H", "H", "H", "H", "H", "H", "H"], "positions_angstrom": [[2.3094, 0.0756, 0.0807], [0.5597, 0.0256, 0.1921], [-0.2603, 0.7610, 0.9870], [-1.5079, 0.5075, 0.6492], [-1.7402, -0.3495, -0.4975], [-0.2469, -0.6083, -0.8364], [2.5085, 0.7757, 1.3449], [2.4059, 0.9501, -1.0799], [2.4592, -1.3283, 0.0521], [0.0409, 1.5004, 1.7947], [-2.2149, 0.9132, 1.2217], [-2.3278, 0.0834, -1.2455], [-2.2217, -1.3432, -0.0492], [0.0763, -1.7042, -0.8792], [0.1600, -0.2591, -1.7348]], "forces_ev_per_angstrom": [[-0.717, 1.269, 0.542], [-2.105, 2.149, 2.253], [1.041, -1.417, -1.511], [-0.328, 1.928, 1.347], [1.385, -3.409, 2.756], [0.637, -2.908, 0.248], [0.703, 0.002, 0.158], [0.785, -0.156, -0.405], [1.041, -1.105, -0.299], [-0.347, -1.323, -1.095], [-0.823, 0.144, 0.019], [-0.819, 0.675, -1.049], [0.756, 2.058, -1.411], [-0.949, 1.154, 0.283], [-0.260, 0.938, -1.835]], "smiles": "[SiH3]N1C=[NH+]CC1", "max_force_ev_per_a": 4.60, "charge": 1, "e_above_lowest_kcal_mol": 22.87, "homo_energy_ev": -14.07}


2.
{"formula": "C15H56F6N27O19S2", "method": "wB97M-V/def2-TZVPD", "symbols": ["C", "F", "F", "F", "S", "O", "O", "N", "S", "O", "O", "C", "F", "F", "F", "O", "H", "H", "O", "H", "H", "C", "O", "N", "N", "H", "H", "H", "H", "C", "O", "N", "N", "H", "H", "H", "H", "C", "O", "N", "N", "H", "H", "H", "H", "C", "O", "N", "N", "H", "H", "H", "H", "C", "O", "N", "N", "H", "H", "H", "H", "C", "O", "N", "N", "H", "H", "H", "H", "C", "O", "N", "N", "H", "H", "H", "H", "C", "O", "N", "N", "H", "H", "H", "H", "C", "O", "N", "N", "H", "H", "H", "H", "C", "O", "N", "N", "H", "H", "H", "H", "C", "O", "N", "N", "H", "H", "H", "H", "C", "O", "N", "N", "H", "H", "H", "H", "C", "O", "N", "N", "H", "H", "H", "H"], "positions_angstrom": [[1.6871, -1.9051, -0.2420], [1.9117, -1.9056, 1.0730], [2.7307, -2.3873, -0.8812], [0.6190, -2.6381, -0.5010], [1.4261, -0.1371, -0.7684], [2.5767, 0.6573, -0.4319], [1.3051, -0.3306, -2.1944], [0.0565, 0.2040, 0.1879], [0.1662, 1.7797, 0.3447], [0.9044, 2.1852, 1.5046], [0.3929, 2.5089, -0.8776], [-1.6304, 2.1793, 0.7191], [-2.4104, 1.7458, -0.2621], [-1.9715, 1.6434, 1.8908], [-1.7620, 3.5030, 0.8171], [0.6674, 0.6439, -5.2789], [1.1626, 0.9010, -6.0643], [1.2557, 0.0391, -4.8063], [-2.3024, -1.1121, 0.6835], [-1.9421, -1.6131, 1.4379], [-1.6144, -0.4495, 0.5035], [0.0165, 6.3913, 2.6507], [0.8217, 5.5018, 2.8876], [-1.3006, 6.1121, 2.3640], [0.3366, 7.7252, 2.6008], [-1.9029, 6.8733, 2.1161], [-1.6125, 5.1724, 2.4916], [1.2479, 8.0329, 2.8805], [-0.3934, 8.4131, 2.6113], [-0.3459, -5.7636, 1.1229], [0.8494, -6.0435, 0.9731], [-1.0618, -6.2219, 2.1865], [-1.0341, -5.0285, 0.2015], [-0.5961, -6.8818, 2.7800], [-2.0503, -6.0706, 2.2473], [-2.0234, -4.8771, 0.2600], [-0.5318, -4.8831, -0.6522], [-2.3217, 2.7442, -4.1558], [-3.3378, 3.3819, -3.9301], [-1.8153, 2.5152, -5.4145], [-1.4858, 2.3049, -3.1561], [-1.1092, 1.7934, -5.4143], [-2.4985, 2.4321, -6.1491], [-1.7224, 2.5593, -2.2185], [-0.5280, 2.1454, -3.4211], [-2.4934, -1.3827, -3.7914], [-3.6109, -1.8292, -3.5896], [-2.1139, -0.8335, -5.0072], [-1.5365, -1.1763, -2.8376], [-1.1812, -0.4854, -5.1683], [-2.8589, -0.5370, -5.6087], [-0.6640, -0.8004, -3.1584], [-1.6456, -1.3388, -1.8512], [6.6436, -1.1048, -1.7720], [7.4565, -0.2166, -1.5412], [6.7264, -2.3829, -1.2593], [5.5791, -0.9151, -2.6174], [7.4994, -2.6116, -0.6664], [6.1359, -3.0965, -1.6415], [5.4424, 0.0188, -2.9743], [4.8562, -1.6013, -2.7177], [3.2073, -6.0636, -2.3968], [2.9207, -6.1965, -3.5809], [2.3612, -5.4779, -1.5008], [4.3877, -6.4469, -1.8278], [1.4343, -5.1864, -1.7351], [2.5339, -5.3913, -0.5146], [5.0236, -7.0166, -2.3523], [4.5850, -6.3418, -0.8395], [3.7374, 2.4883, -3.8933], [4.2621, 1.3865, -4.0270], [4.2363, 3.5829, -4.5706], [2.6970, 2.7356, -3.0525], [5.1665, 3.4324, -4.9133], [3.8353, 4.4877, -4.4202], [2.3950, 1.9677, -2.4838], [2.2912, 3.6486, -2.9984], [-5.6464, -0.6935, 2.2745], [-6.8046, -0.6760, 2.6636], [-4.8031, -1.7889, 2.3371], [-5.0723, 0.4177, 1.6964], [-4.8123, -2.3571, 3.1647], [-3.8901, -1.7135, 1.9122], [-4.1440, 0.3897, 1.3100], [-5.6901, 1.1892, 1.4709], [-4.6882, 5.7499, 3.1627], [-5.4671, 6.3802, 2.4686], [-4.0548, 4.6240, 2.6817], [-4.5560, 5.9552, 4.5182], [-3.5149, 3.9703, 3.2160], [-4.4337, 4.3323, 1.7973], [-5.1765, 6.6508, 4.8851], [-3.8740, 5.4370, 5.0339], [4.1670, -4.5778, 1.4958], [4.4775, -5.6593, 0.9884], [2.9138, -4.3634, 1.9938], [5.0489, -3.5524, 1.6815], [2.2121, -4.9626, 1.5568], [2.6471, -3.4646, 2.3445], [4.6943, -2.6603, 1.9960], [5.8908, -3.6300, 1.1410], [-0.4770, -2.0874, 3.6457], [-1.4696, -2.5428, 3.0720], [-0.0200, -2.5889, 4.8391], [0.2632, -1.0506, 3.1495], [-0.4036, -3.4553, 5.1623], [0.5594, -2.0012, 5.4050], [1.1237, -0.6489, 3.4912], [-0.1047, -0.7081, 2.2758], [-6.6359, 1.8181, -0.9605], [-7.4915, 0.9566, -1.0775], [-5.5213, 1.8957, -1.7575], [-6.6399, 2.6685, 0.1293], [-5.2871, 1.0670, -2.2874], [-5.1656, 2.7963, -2.0316], [-6.0260, 3.4654, 0.1358], [-7.5291, 2.7334, 0.5951], [3.7724, 0.0210, 3.2654], [4.4392, -0.9552, 2.9629], [3.0174, 0.0989, 4.4287], [3.5840, 1.0905, 2.4427], [2.3188, 0.8198, 4.4485], [3.2458, -0.4611, 5.2271], [3.2003, 1.9491, 2.7918], [3.6844, 0.9662, 1.4484]], "forces_ev_per_angstrom": [[0.011, 0.952, 0.527], [0.106, -0.069, -0.067], [0.186, -0.056, -0.036], [-0.176, -0.067, -0.078], [-0.141, -1.482, -0.324], [-0.130, -0.131, 0.760], [-1.173, 0.385, 0.103], [2.614, -0.166, -2.200], [-0.956, 2.022, 0.948], [-0.254, -0.073, 0.125], [0.033, -0.246, -0.204], [1.238, -0.031, 0.057], [-0.314, -0.103, 0.243], [-0.392, -0.106, -0.053], [-0.057, 0.008, -0.068], [0.035, -0.155, -0.043], [0.033, 0.005, 0.048], [0.036, 0.169, 0.150], [-0.041, 0.040, 0.150], [-0.001, -0.195, -0.003], [-0.221, -0.488, -0.177], [0.017, -0.983, -0.066], [-0.142, 0.605, 0.112], [0.970, 0.882, 0.300], [-0.185, 0.227, -0.120], [-0.474, -0.361, -0.045], [-0.222, -0.014, -0.242], [0.104, -0.261, 0.050], [0.015, 0.041, 0.014], [0.164, -0.425, -0.469], [-0.739, 0.276, 0.201], [0.165, 0.246, -0.113], [0.467, -0.311, 0.533], [-0.086, 0.008, 0.100], [-0.026, -0.086, 0.154], [-0.016, 0.107, -0.164], [-0.280, 0.253, -0.171], [0.444, 0.798, 0.869], [-0.444, -0.420, -0.134], [0.098, -0.336, -0.139], [-0.375, -0.051, -0.990], [-0.013, -0.045, -0.287], [-0.071, 0.173, 0.061], [0.221, 0.142, 0.052], [0.113, -0.167, 0.487], [-0.459, 1.293, 0.487], [0.394, -0.096, -0.099], [-0.040, -0.614, -0.160], [0.397, -0.452, -0.368], [-0.228, 0.124, 0.046], [0.014, -0.215, -0.104], [0.120, 0.140, 0.445], [-0.383, -0.296, -0.105], [-0.080, 0.285, -0.511], [-0.243, -0.549, 0.206], [-0.178, 0.489, -0.021], [0.649, 0.038, 0.353], [0.112, -0.033, -0.102], [0.096, -0.264, 0.138], [-0.274, -0.100, -0.067], [-0.145, 0.087, -0.008], [-0.330, 0.151, 0.072], [0.251, -0.158, 0.213], [-0.307, 0.566, 0.558], [0.562, -0.167, -0.019], [0.069, -0.184, -0.742], [0.439, -0.479, -0.055], [-0.168, 0.063, -0.301], [-0.341, 0.123, 0.014], [0.398, 0.161, 0.328], [-0.290, 0.156, 0.042], [-0.542, -0.719, 0.083], [0.506, -0.222, -0.785], [0.013, 0.390, -0.182], [0.384, 0.209, -0.027], [-0.324, 0.049, 0.226], [-0.208, -0.068, 0.345], [0.046, 0.555, -0.330], [0.448, -0.261, 0.316], [0.144, -0.124, -0.051], [-0.262, -0.039, 0.276], [-0.404, -0.016, 0.006], [-0.167, 0.257, 0.076], [-0.058, -0.170, -0.101], [0.189, -0.349, -0.140], [-1.002, -1.312, 0.749], [0.452, 0.300, 0.043], [0.051, 0.655, -0.575], [0.170, 0.219, -1.226], [-0.211, -0.072, 0.213], [0.326, -0.175, 0.001], [0.290, 0.060, 0.425], [-0.120, 0.170, 0.438], [0.189, 0.225, 0.617], [0.010, 0.320, -0.304], [0.096, -0.705, -0.394], [-0.390, -0.671, -0.133], [-0.123, 0.139, 0.652], [0.003, 0.091, -0.097], [0.423, 0.201, -0.109], [0.064, 0.303, 0.128], [0.429, 0.135, 0.324], [0.536, 0.168, -0.002], [-0.144, 0.192, -0.583], [-1.222, -0.096, -0.398], [-0.088, 0.102, 0.244], [0.144, -0.296, 0.224], [-0.084, -0.509, 0.175], [0.364, 0.305, -0.005], [-0.098, -1.208, 0.072], [0.268, 0.394, 0.016], [-0.036, 0.116, 0.274], [-0.020, 0.290, -0.130], [-0.233, 0.412, -0.218], [0.349, -0.207, -0.179], [-0.197, 0.096, -0.008], [-0.008, 0.216, 0.000], [-0.552, 0.134, -0.617], [-0.018, -0.059, 0.315], [0.153, 0.120, -0.522], [0.312, -0.326, 0.432], [0.103, 0.120, 0.565], [0.021, 0.010, 0.031], [-0.260, 0.003, -0.224], [0.114, 0.073, -0.014]], "max_force_ev_per_a": 3.42, "charge": -1, "e_above_lowest_kcal_mol": 0.00, "homo_energy_ev": -7.45}


3.
{"formula": "C20H29BF17NO14S2Zr", "method": "wB97M-V/def2-TZVPD", "symbols": ["Zr", "N", "S", "O", "O", "F", "S", "O", "O", "F", "B", "H", "H", "H", "H", "C", "C", "O", "C", "O", "C", "F", "F", "F", "H", "H", "H", "H", "H", "C", "C", "O", "C", "O", "C", "F", "F", "F", "H", "H", "H", "H", "H", "C", "C", "O", "C", "O", "C", "F", "F", "F", "H", "H", "H", "H", "H", "C", "C", "O", "C", "O", "C", "F", "F", "F", "H", "H", "H", "H", "H", "C", "C", "O", "C", "O", "C", "F", "F", "F", "H", "H", "H", "H", "H"], "positions_angstrom": [[-19.3916, -3.6401, -16.0389], [-20.3651, -5.1065, -14.9624], [-19.9185, -6.2388, -13.9966], [-19.7258, -7.6002, -14.5230], [-20.3180, -6.0718, -12.6180], [-18.3861, -5.7509, -13.9140], [-22.0940, -5.5775, -14.6077], [-22.7668, -4.8110, -13.5767], [-22.6710, -6.9002, -15.0018], [-22.6369, -4.7662, -15.8672], [-20.1928, -2.1631, -17.4247], [-20.9699, -2.6818, -16.8851], [-20.6092, -1.5604, -18.2170], [-19.6005, -1.6052, -16.7160], [-19.5123, -2.8560, -17.8950], [-16.2895, -7.9448, -15.0642], [-15.4944, -9.1552, -14.6970], [-16.5072, -10.2121, -14.4581], [-16.1078, -11.4853, -14.2660], [-14.9634, -11.8582, -14.5942], [-17.2260, -12.4895, -13.9132], [-17.0552, -12.8569, -12.6468], [-18.4301, -11.9368, -14.0578], [-17.0457, -13.5614, -14.6204], [-17.0357, -8.2500, -15.7978], [-15.6134, -7.1997, -15.4835], [-16.8632, -7.5823, -14.2112], [-14.8159, -8.9203, -13.8769], [-14.9405, -9.4373, -15.5924], [-20.9374, -3.7112, -21.7385], [-20.6823, -3.8834, -20.2472], [-20.6323, -5.2951, -20.0045], [-20.4326, -5.7114, -18.6194], [-20.2931, -5.0220, -17.6256], [-20.4628, -7.2064, -18.5092], [-21.5345, -7.5417, -17.7412], [-20.4684, -7.8143, -19.7212], [-19.3247, -7.6088, -17.9018], [-20.2087, -4.2618, -22.3335], [-20.9994, -2.6807, -22.0882], [-21.7463, -4.4107, -21.9492], [-21.5422, -3.4641, -19.7248], [-19.7995, -3.3344, -19.9197], [-22.7735, -8.9732, -11.2675], [-24.0270, -9.8339, -11.4463], [-24.5243, -9.6728, -12.8218], [-24.1823, -10.3721, -13.9007], [-23.2305, -11.2059, -13.9805], [-25.0601, -10.0395, -15.1526], [-25.1033, -11.1107, -16.0138], [-26.2610, -9.9356, -14.6170], [-24.6295, -8.9618, -15.8620], [-22.9754, -7.9880, -11.6880], [-21.9675, -9.4206, -11.8491], [-22.5164, -8.9206, -10.2096], [-24.8040, -9.5441, -10.7390], [-24.0471, -10.8680, -11.1024], [-22.4424, 0.0090, -16.4009], [-23.1222, -1.0786, -15.6106], [-22.7287, -1.1333, -14.2596], [-21.6271, -1.9216, -13.8896], [-20.8455, -2.4774, -14.6685], [-21.3610, -1.8550, -12.3602], [-22.4701, -1.4952, -11.7265], [-20.9355, -3.0681, -11.8774], [-20.4239, -0.9154, -12.2631], [-21.3925, -0.0292, -16.1104], [-22.8714, 0.9856, -16.1767], [-22.3631, -0.1011, -17.4824], [-22.9667, -2.0609, -16.0568], [-24.1727, -0.7938, -15.6694], [-27.8180, -2.0720, -8.4116], [-27.0647, -1.3984, -9.6281], [-26.7977, -2.4811, -10.4894], [-26.3551, -2.2951, -11.8089], [-26.3265, -1.1759, -12.3155], [-25.8812, -3.5226, -12.6137], [-26.8066, -4.4842, -12.7279], [-25.4857, -3.1744, -13.9215], [-24.8357, -4.0429, -12.0311], [-27.7983, -1.4964, -7.4862], [-27.3852, -3.0538, -8.2196], [-28.8815, -2.1266, -8.6440], [-26.1294, -0.9807, -9.2554], [-27.6020, -0.5614, -10.0741]], "forces_ev_per_angstrom": [[-2.097, 0.620, -0.082], [-3.849, -2.013, 1.171], [6.220, -6.143, 3.636], [-1.338, 3.444, 0.537], [-0.777, 0.015, -1.898], [0.302, 0.900, -0.595], [-7.565, 0.579, -2.773], [2.441, -1.184, -0.495], [3.457, 2.885, 1.902], [0.951, 0.468, -0.539], [-0.371, 1.721, -1.645], [-2.842, -2.369, 1.829], [-1.410, 1.996, -2.332], [2.649, 2.354, 3.010], [2.951, -2.758, -1.881], [-0.767, -0.051, 0.141], [-0.443, -0.676, -1.117], [0.305, -0.123, 1.431], [3.948, 0.627, -3.013], [-3.343, 0.669, 1.724], [0.944, 1.355, 0.907], [-0.304, 0.129, 0.885], [0.017, -0.540, -0.194], [-0.614, -0.915, -1.240], [0.071, 0.183, -0.264], [-0.150, 0.182, 0.120], [0.285, 0.242, -0.009], [-0.201, -0.797, 0.267], [0.319, -0.357, 0.338], [0.470, -1.814, -0.021], [-0.508, 1.373, -0.715], [1.058, -1.421, 5.255], [-0.813, 2.290, -4.237], [0.618, -0.236, -1.065], [0.182, -2.459, -0.323], [1.233, 0.201, -1.153], [-0.623, 0.689, 1.530], [-0.732, 0.399, 0.045], [0.850, 0.519, 0.161], [-0.417, -0.266, 0.182], [-0.979, 0.939, -0.183], [0.014, -0.085, 0.305], [0.216, -0.503, 0.070], [-0.457, -1.027, -0.471], [-0.046, -0.023, 0.211], [-0.861, -0.050, -0.248], [5.018, -2.856, 0.365], [-3.792, 3.128, 0.381], [0.865, -1.708, 0.174], [0.333, 1.475, 0.924], [-1.085, 1.081, -0.931], [-0.902, -0.859, 0.923], [-0.018, 0.078, 0.265], [0.187, 0.067, 0.190], [0.101, 0.111, -0.118], [-0.502, 1.120, -0.748], [1.191, -0.480, -0.961], [1.481, 0.389, 0.378], [-0.855, -0.144, -2.335], [3.387, -2.364, 2.463], [-2.101, 1.641, -2.051], [-0.539, 0.525, 1.121], [-0.824, -1.138, -0.160], [0.770, -0.154, 0.035], [-0.269, 1.977, -0.776], [0.183, -0.286, 0.659], [0.222, 0.559, 0.140], [0.205, -0.041, 0.048], [-0.725, -0.396, 0.063], [-0.177, -0.022, 0.007], [-0.162, -0.742, 0.769], [-0.052, 0.899, -0.962], [-0.318, 0.267, 2.211], [1.314, -1.863, -3.711], [-1.350, 4.226, 1.276], [0.202, -2.607, 0.841], [-0.351, -0.411, -1.510], [0.098, 0.664, -0.003], [-0.840, -0.182, 2.228], [0.922, -0.283, 0.548], [0.463, 0.244, -0.163], [-0.151, 0.070, -0.084], [0.054, -0.478, -0.157], [0.252, -0.095, -0.196], [-0.232, -0.389, -0.300]], "s_squared": 0.75, "max_force_ev_per_a": 9.47, "spin_multiplicity": 2, "charge": 1, "homo_energy_ev": [-12.24, -12.24]}